[1]
Formula: C3H7NO2
Source: the OMol25 dataset
Level of theory: the ωB97M-V functional and the def2-TZVPD basis

```
13
Properties=species:S:1:pos:R:3:forces:R:3
C 0.889 1.227 0.335 0.02 -0.17 -0.02
N 0.151 -0.246 -1.464 -0.39 -3.33 -1.43
C -0.096 0.218 -0.194 -0.84 0.06 2.27
C -1.035 -0.368 0.600 0.75 0.71 -1.03
O -0.024 -1.904 -1.313 -0.16 1.84 -0.08
O -1.130 -0.208 1.931 -0.18 0.35 0.27
H 0.741 -2.380 -1.665 0.31 0.75 -0.24
H -0.484 0.444 2.233 0.00 -0.07 -0.03
H -0.679 -0.177 -2.049 0.14 -0.03 -0.07
H -1.774 -1.055 0.212 0.18 -0.16 0.05
H 0.389 2.103 0.755 0.01 0.01 0.02
H 1.528 1.560 -0.486 -0.06 -0.03 0.18
H 1.523 0.784 1.105 0.20 0.08 0.11
```
Positions in Å, forces in eV/Å.

energy above the lowest of the compared OMol25 structures with the same formula, charge and spin	402.3	kJ/mol
SMILES	C/C(=C\O)NO
molar mass	89.09	g mol⁻¹
charge	0
HOMO level	-8.51	eV
gap between HOMO and LUMO	9.3	eV

These are the Löwdin partial charges, in e, on atoms 1 to 5: atom 1 (C): -0.05, atom 2 (N): 0.06, atom 3 (C): -0.39, atom 4 (C): -0.13, atom 5 (O): -0.13


[2]
Formula: C25H21CaCl2N8O2
Source: the OMol25 dataset
Level of theory: the ωB97M-V functional and the def2-TZVPD basis

```
59
Properties=species:S:1:pos:R:3:forces:R:3
Ca 0.114 -1.673 1.785 -0.24 -0.40 0.04
N 3.151 1.586 2.179 0.01 -0.01 0.02
C 3.318 0.241 1.988 -0.02 0.04 0.03
N 2.242 -0.440 1.894 0.01 -0.03 -0.02
C 1.139 0.516 2.182 0.04 0.08 -0.04
N 1.793 1.874 2.363 0.01 0.02 0.03
C -0.947 1.162 0.889 -0.04 0.08 -0.01
C -1.660 2.349 0.988 -0.03 -0.02 0.00
N -2.987 2.365 0.976 -0.01 0.01 0.01
C -3.606 1.193 0.886 0.03 -0.01 0.00
C -2.906 -0.001 0.833 -0.05 -0.01 0.03
N -1.574 -0.021 0.833 0.18 -0.02 0.05
H 3.799 2.135 2.722 0.00 -0.01 -0.02
H 4.319 -0.167 1.927 0.00 -0.01 -0.01
H -1.135 3.291 1.081 -0.01 -0.01 0.00
H -4.689 1.201 0.868 0.00 0.00 0.00
H -3.424 -0.952 0.798 0.00 0.00 0.00
Cl 0.950 1.163 -3.962 0.01 0.01 -0.01
C -0.077 2.272 -3.102 -0.01 0.01 -0.05
C -1.409 2.326 -3.481 -0.03 0.00 0.01
C -2.268 3.245 -2.906 0.00 -0.01 -0.03
C -1.775 4.131 -1.962 0.03 0.00 0.00
C -0.451 4.057 -1.579 -0.01 0.01 -0.01
Cl 0.134 5.211 -0.415 0.01 0.00 0.00
C 0.446 3.105 -2.102 -0.02 0.02 0.02
N 1.754 3.096 -1.669 0.02 0.01 0.02
C 2.659 2.007 -1.581 0.00 -0.02 0.00
C 3.964 2.249 -2.001 -0.01 0.01 0.01
C 4.925 1.256 -1.957 0.00 -0.02 0.01
C 4.579 -0.014 -1.518 0.00 0.01 0.00
C 3.287 -0.250 -1.082 0.00 -0.01 -0.01
C 2.320 0.752 -1.065 -0.03 0.00 -0.01
C 0.938 0.446 -0.546 0.03 0.05 -0.01
C 0.548 1.084 0.823 0.08 0.08 -0.05
O 1.232 2.310 1.075 -0.01 0.00 -0.01
O 0.328 0.033 3.090 -0.06 0.01 -0.05
H -1.751 1.654 -4.256 0.00 0.00 0.00
H -3.302 3.294 -3.214 0.00 -0.01 0.00
H -2.411 4.880 -1.513 0.00 0.01 0.00
H 1.979 3.866 -1.058 0.02 0.00 -0.01
H 4.202 3.229 -2.395 0.00 0.00 0.00
H 5.931 1.464 -2.296 0.00 0.00 -0.01
H 5.307 -0.814 -1.519 0.01 0.00 0.00
H 3.020 -1.239 -0.726 0.00 0.01 -0.01
H 0.832 -0.650 -0.517 0.00 0.06 0.07
H 0.190 0.767 -1.271 -0.01 -0.06 0.01
N -3.818 -6.949 1.277 -0.01 -0.01 0.00
C -2.983 -5.905 1.423 0.03 0.04 0.00
C -2.150 -5.779 2.549 -0.01 -0.03 0.02
C -1.315 -4.697 2.652 -0.01 0.01 -0.01
N -1.231 -3.721 1.730 0.08 0.16 -0.03
C -2.033 -3.845 0.656 0.02 -0.05 0.04
C -2.902 -4.886 0.458 -0.03 0.00 -0.02
H -3.867 -7.675 1.969 0.00 0.00 0.00
H -4.405 -7.035 0.467 0.00 0.00 0.01
H -2.164 -6.524 3.333 0.00 0.00 0.00
H -0.677 -4.598 3.522 0.00 -0.01 0.00
H -1.969 -3.058 -0.091 -0.01 0.00 -0.01
H -3.515 -4.916 -0.433 0.00 0.00 -0.01
```
Positions in Å, forces in eV/Å.

energy above the lowest of the compared OMol25 structures with the same formula, charge and spin	519.7	kJ/mol
molar mass	576.48	g mol⁻¹
charge	+1
HOMO level	-10.13	eV
gap between HOMO and LUMO	7.4	eV

These are the Löwdin partial charges, in e, on atoms 1 to 5: atom 1 (Ca): 1.53, atom 2 (N): 0.09, atom 3 (C): -0.16, atom 4 (N): 0.04, atom 5 (C): -0.67


[3]
Formula: C56H98N14
Source: the OMol25 dataset
Level of theory: the ωB97M-V functional and the def2-TZVPD basis

```
168
Properties=species:S:1:pos:R:3:forces:R:3
C -1.832 8.679 -0.991 -0.14 -0.44 -0.06
C -2.794 7.595 -1.498 0.49 0.29 0.06
C -2.098 6.297 -1.919 -0.48 -0.04 -0.52
C -1.268 5.692 -0.888 -0.17 -0.02 -0.13
N -0.609 5.200 -0.088 0.15 -0.07 0.24
H -1.283 9.129 -1.817 0.00 0.09 0.02
H -1.103 8.246 -0.302 -0.02 0.05 0.03
H -2.384 9.443 -0.448 0.06 0.15 -0.10
H -3.316 7.946 -2.389 -0.18 0.06 0.13
H -3.532 7.382 -0.723 -0.05 -0.09 -0.06
H -1.503 6.418 -2.828 0.17 0.24 0.16
H -2.872 5.592 -2.241 0.15 -0.20 0.23
C -0.390 -2.291 3.717 -0.28 0.00 0.15
C 0.661 -2.099 4.799 -0.07 -0.08 -0.04
C 0.185 -1.309 6.015 -0.55 0.50 -0.11
C -1.076 -1.826 6.565 0.16 -0.15 0.12
N -2.062 -2.235 6.989 0.02 0.00 -0.08
H -0.770 -1.343 3.324 0.17 0.05 0.00
H -1.259 -2.821 4.115 0.07 -0.10 -0.07
H 0.018 -2.867 2.887 -0.07 0.00 -0.05
H 1.505 -1.574 4.351 0.19 -0.07 0.27
H 0.985 -3.076 5.168 0.18 0.00 -0.19
H -0.033 -0.272 5.736 0.15 -0.04 -0.01
H 0.930 -1.279 6.809 0.03 -0.04 -0.01
C 3.287 4.559 -0.014 0.24 0.07 0.00
C 4.678 4.882 -0.550 0.01 0.07 -0.47
C 5.753 3.951 0.017 -0.14 -0.11 0.01
C 5.794 4.009 1.477 0.03 -0.14 0.08
N 5.791 4.034 2.625 -0.04 0.09 0.05
H 2.570 5.303 -0.356 -0.12 -0.08 0.06
H 3.288 4.538 1.077 -0.08 0.13 0.00
H 2.960 3.572 -0.347 -0.01 0.04 -0.03
H 4.948 5.929 -0.390 -0.03 -0.05 0.31
H 4.685 4.776 -1.641 0.00 -0.13 0.06
H 6.753 4.163 -0.361 -0.04 0.10 -0.08
H 5.508 2.921 -0.257 0.04 -0.01 0.04
C 0.408 1.822 -0.299 -0.56 0.06 -0.12
C 0.036 0.499 0.334 -0.25 -0.12 0.65
C 0.314 -0.781 -0.471 0.30 0.00 0.32
C 0.126 -0.626 -1.909 -0.26 -0.20 0.10
N -0.034 -0.515 -3.041 0.01 0.03 -0.16
H 0.197 2.639 0.394 0.33 0.00 0.09
H -0.257 2.035 -1.142 0.29 -0.15 -0.23
H 1.452 1.838 -0.606 0.00 0.14 -0.06
H -1.025 0.505 0.607 -0.01 0.07 -0.17
H 0.554 0.403 1.294 0.10 -0.10 -0.11
H -0.320 -1.585 -0.091 -0.08 -0.07 -0.25
H 1.338 -1.139 -0.323 0.03 0.15 -0.06
C -3.126 2.671 0.004 0.33 0.00 -0.06
C -4.488 3.343 -0.002 -0.07 -0.17 0.40
C -5.317 3.021 -1.251 0.44 -0.14 0.20
C -4.567 3.282 -2.479 -0.33 0.00 0.11
N -3.947 3.424 -3.433 0.11 0.11 -0.17
H -2.573 2.913 0.912 -0.05 0.02 0.03
H -2.496 2.988 -0.832 -0.10 0.07 -0.02
H -3.205 1.583 -0.057 -0.13 0.01 0.03
H -4.392 4.420 0.150 0.04 0.03 -0.18
H -5.056 2.974 0.857 -0.03 0.12 -0.03
H -6.261 3.559 -1.244 -0.06 0.01 -0.15
H -5.513 1.947 -1.247 -0.23 0.02 -0.06
C -4.028 -3.737 4.172 0.15 -0.12 0.36
C -3.755 -5.095 3.545 0.21 -0.09 0.16
C -3.836 -5.137 2.014 -0.58 -0.78 0.25
C -2.955 -4.176 1.374 0.07 0.18 -0.30
N -2.253 -3.429 0.855 -0.01 0.03 0.11
H -5.074 -3.428 4.186 -0.05 -0.12 -0.40
H -3.421 -2.985 3.666 -0.12 0.18 0.12
H -3.736 -3.775 5.223 0.15 0.17 -0.06
H -4.406 -5.857 3.976 -0.14 0.01 -0.22
H -2.744 -5.413 3.820 0.00 0.12 0.01
H -4.862 -5.017 1.654 0.07 0.40 0.00
H -3.566 -6.143 1.678 0.20 0.13 -0.07
C 1.311 3.979 -3.042 0.31 0.03 0.26
C 0.621 2.953 -3.932 0.17 0.53 0.07
C -0.886 3.191 -3.995 0.03 -0.33 0.00
C -1.230 4.423 -4.695 0.12 -0.12 0.12
N -1.446 5.414 -5.228 -0.04 0.27 -0.15
H 0.811 4.108 -2.079 -0.09 -0.08 -0.06
H 1.375 4.963 -3.513 -0.05 -0.03 -0.05
H 2.328 3.653 -2.808 0.02 0.11 -0.11
H 0.800 1.952 -3.543 -0.08 -0.09 -0.10
H 1.048 3.036 -4.934 -0.04 -0.29 -0.03
H -1.279 3.260 -2.978 -0.14 -0.04 -0.05
H -1.390 2.359 -4.489 -0.10 0.03 0.04
C 3.590 -2.005 2.491 -0.57 -0.48 -0.38
C 3.310 -3.468 2.792 -0.62 -0.56 -0.21
C 4.540 -4.382 2.792 0.28 0.52 0.08
C 5.195 -4.358 1.481 -0.10 -0.28 0.20
N 5.686 -4.352 0.444 0.06 0.13 -0.23
H 4.196 -1.967 1.585 0.44 0.25 0.31
H 4.013 -1.471 3.339 0.29 0.11 -0.17
H 2.666 -1.509 2.183 -0.04 0.06 0.31
H 2.633 -3.866 2.025 0.06 0.11 -0.04
H 2.762 -3.624 3.722 0.21 0.19 0.13
H 4.267 -5.406 3.040 0.04 -0.05 -0.05
H 5.283 -4.042 3.520 -0.08 -0.07 0.04
C 4.245 1.110 -2.779 -0.28 -0.27 -0.22
C 3.995 -0.364 -2.459 -0.04 0.08 -0.02
C 4.470 -0.755 -1.050 -0.17 0.17 -0.47
C 3.895 0.093 -0.013 0.24 -0.10 -0.16
N 3.464 0.749 0.821 -0.23 0.35 0.22
H 4.078 1.295 -3.841 0.02 0.02 0.02
H 5.266 1.418 -2.545 0.00 0.04 0.09
H 3.526 1.728 -2.237 0.19 0.11 0.11
H 4.527 -1.009 -3.163 0.02 0.04 0.00
H 2.933 -0.582 -2.585 0.01 -0.05 0.08
H 5.555 -0.631 -1.028 0.03 -0.21 0.26
H 4.190 -1.786 -0.826 0.21 -0.05 0.02
C -3.754 -0.303 2.296 -0.17 -0.14 0.36
C -5.209 -0.714 2.046 0.57 0.33 0.27
C -6.165 -0.110 3.082 -0.71 -0.61 -0.16
C -6.028 1.328 3.233 0.07 0.31 0.10
N -5.894 2.465 3.339 -0.02 -0.09 -0.07
H -3.661 0.778 2.414 0.02 0.01 -0.23
H -3.101 -0.649 1.495 0.01 0.01 0.00
H -3.401 -0.734 3.239 0.05 -0.05 -0.08
H -5.303 -1.797 2.110 -0.07 -0.01 -0.22
H -5.501 -0.397 1.044 -0.15 -0.10 0.01
H -6.091 -0.593 4.060 0.40 0.14 0.02
H -7.197 -0.327 2.783 0.06 0.17 -0.08
C -3.857 -0.267 -2.035 -0.91 0.19 0.26
C -4.037 -1.506 -2.886 0.65 -0.32 -0.10
C -4.099 -2.789 -2.059 0.00 -0.60 -0.24
C -5.312 -2.902 -1.250 -0.01 0.11 0.26
N -6.261 -2.985 -0.604 0.15 0.01 -0.04
H -2.960 -0.290 -1.416 0.24 -0.02 -0.32
H -4.685 -0.167 -1.317 -0.01 -0.08 -0.13
H -3.893 0.616 -2.672 0.34 0.10 0.13
H -3.171 -1.595 -3.548 -0.04 -0.06 0.02
H -4.901 -1.462 -3.548 -0.12 0.20 0.14
H -3.231 -2.904 -1.405 -0.06 0.22 0.10
H -4.080 -3.669 -2.710 -0.05 0.13 -0.10
C -0.042 -5.459 -3.765 -0.32 0.59 0.57
C 0.181 -4.744 -5.083 0.67 -0.47 -0.49
C -0.746 -3.577 -5.379 0.01 0.56 0.00
C -2.167 -3.918 -5.357 0.17 -0.05 0.00
N -3.281 -4.192 -5.368 -0.22 -0.05 0.11
H -1.098 -5.692 -3.600 0.07 -0.31 -0.26
H 0.219 -4.812 -2.921 0.15 -0.01 -0.11
H 0.566 -6.357 -3.688 -0.08 -0.11 -0.05
H 0.153 -5.460 -5.912 -0.32 0.02 0.08
H 1.209 -4.367 -5.133 -0.10 0.14 0.17
H -0.540 -3.158 -6.367 0.04 -0.10 -0.01
H -0.578 -2.746 -4.684 -0.07 -0.14 0.11
C 2.235 1.472 4.175 -0.60 -0.22 0.20
C 2.407 2.909 3.733 0.34 -0.09 -0.45
C 2.819 3.857 4.853 -0.18 0.41 0.11
C 3.945 3.391 5.655 -0.16 0.03 -0.27
N 4.807 3.010 6.303 0.33 -0.19 0.29
H 2.037 0.829 3.316 0.21 -0.01 -0.04
H 1.375 1.351 4.847 0.11 0.14 0.05
H 3.119 1.121 4.709 0.05 -0.09 -0.11
H 1.501 3.303 3.268 -0.08 -0.05 0.09
H 3.168 2.923 2.947 0.04 0.09 0.12
H 1.994 4.032 5.552 -0.04 -0.06 -0.08
H 3.086 4.831 4.437 0.02 -0.01 0.02
C 3.631 -6.865 -2.847 0.27 -0.16 -0.24
C 4.710 -5.827 -2.532 -0.49 -0.07 -0.23
C 4.291 -4.424 -2.983 0.02 0.20 -0.28
C 3.133 -3.899 -2.259 0.04 -0.08 0.13
N 2.216 -3.518 -1.682 0.05 0.10 0.03
H 2.771 -6.762 -2.187 -0.07 0.04 -0.05
H 4.020 -7.881 -2.752 0.01 0.06 0.22
H 3.301 -6.789 -3.888 -0.10 0.14 0.08
H 5.623 -6.053 -3.081 0.10 -0.11 0.17
H 4.908 -5.818 -1.462 0.26 0.04 -0.06
H 4.022 -4.423 -4.045 -0.01 -0.12 0.05
H 5.119 -3.716 -2.900 -0.05 0.00 0.25
```
Positions in Å, forces in eV/Å.

energy above the lowest of the compared OMol25 structures with the same formula, charge and spin	10.3	kJ/mol
molar mass	967.50	g mol⁻¹
charge	0
HOMO level	-11.06	eV
gap between HOMO and LUMO	11.3	eV

These are the Löwdin partial charges, in e, on atoms 1 to 5: atom 1 (C): -0.10, atom 2 (C): -0.24, atom 3 (C): -0.19, atom 4 (C): -0.23, atom 5 (N): 0.18


[4]
Formula: C2H18NO5
Source: the OMol25 dataset
Level of theory: the ωB97M-V functional and the def2-TZVPD basis

```
26
Properties=species:S:1:pos:R:3:forces:R:3
C -0.123 -1.327 1.188 1.18 1.82 0.02
N -0.465 0.137 1.305 -1.67 -0.01 1.70
C 0.347 0.848 2.386 3.55 -1.37 0.49
H -0.882 -1.965 0.889 -1.85 -0.63 -1.05
H 0.746 -1.426 0.579 0.43 -0.01 -0.37
H 0.111 -1.605 2.161 0.59 -0.67 1.74
H -1.508 0.190 1.522 1.66 0.15 -0.17
H -0.386 0.696 0.444 0.25 -0.01 -0.44
H 0.645 1.856 2.083 -0.75 -0.17 0.08
H 1.410 0.332 2.546 -2.21 0.74 -1.27
H 0.074 0.747 3.441 -1.40 0.27 -0.58
H 2.098 -0.851 -1.031 -0.85 0.66 -0.94
H 0.733 -0.947 -1.652 -4.41 -3.12 -0.26
O 1.472 -0.457 -1.687 5.00 2.50 0.24
H -0.761 -1.735 -3.086 -0.54 0.02 -2.23
H -1.577 -1.419 -1.764 -0.29 0.05 -0.65
O -0.751 -1.715 -2.164 0.23 -0.18 2.88
H 0.000 2.670 -1.175 -1.00 -1.24 0.62
H -0.137 1.251 -1.541 1.72 -2.96 -2.70
O -0.511 1.834 -0.963 -0.23 4.26 2.03
H 2.690 0.903 -0.328 -0.07 -1.19 1.21
H 3.520 -0.109 0.550 -0.52 0.48 0.01
O 2.611 0.224 0.404 1.36 0.93 -0.43
H -3.736 0.654 -0.935 0.53 -0.47 0.47
H -2.815 0.780 -2.023 0.71 0.53 -1.44
O -2.807 0.433 -1.150 -1.42 -0.38 1.08
```
Positions in Å, forces in eV/Å.

energy above the lowest of the compared OMol25 structures with the same formula, charge and spin	209.1	kJ/mol
molar mass	136.17	g mol⁻¹
charge	+1
HOMO level	-14.13	eV
gap between HOMO and LUMO	11.3	eV

These are the Löwdin partial charges, in e, on atoms 1 to 5: atom 1 (C): 0.01, atom 2 (N): 0.00, atom 3 (C): -0.02, atom 4 (H): 0.08, atom 5 (H): 0.07


[5]
Formula: C3H7FN2S
Source: the OMol25 dataset
Level of theory: the ωB97M-V functional and the def2-TZVPD basis

```
14
Properties=species:S:1:pos:R:3:forces:R:3
C -0.595 1.573 -0.648 2.67 0.06 -0.42
C -0.875 0.227 -1.297 1.93 -0.11 -1.60
C 0.796 -1.290 1.627 -0.24 1.39 0.08
H 0.049 1.315 0.312 -1.70 1.16 -1.94
H -1.436 2.177 -0.437 -1.10 0.28 0.32
H -1.655 -0.216 -0.729 -1.10 -0.45 -0.04
H -0.969 0.118 -2.492 -0.09 0.64 2.97
H 1.877 0.291 0.700 1.02 0.19 0.26
H 1.269 -0.875 2.483 0.46 -0.77 1.49
H -0.377 -2.334 0.655 0.04 -0.41 -0.01
N 1.050 -0.248 0.654 -2.06 -3.53 -1.13
N 0.032 -2.306 1.594 0.84 1.44 -0.15
F 0.201 2.431 -1.521 -0.63 -1.20 0.98
S 0.633 -0.861 -0.901 -0.03 1.30 -0.83
```
Positions in Å, forces in eV/Å.

energy above the lowest of the compared OMol25 structures with the same formula, charge and spin	163.6	kJ/mol
SMILES	[H]/N=C\NSCCF
molar mass	122.17	g mol⁻¹
charge	0
HOMO level	-9.38	eV
gap between HOMO and LUMO	10.0	eV

These are the Löwdin partial charges, in e, on atoms 1 to 5: atom 1 (C): -0.23, atom 2 (C): -0.38, atom 3 (C): -0.37, atom 4 (H): 0.11, atom 5 (H): 0.09


[6]
Formula: C7H14EuOPS
Source: the OMol25 dataset
Level of theory: the ωB97M-V functional and the def2-TZVPD basis

```
25
Properties=species:S:1:pos:R:3:forces:R:3
C 0.483 -0.021 -3.236 0.54 -0.76 -0.12
C -0.740 -0.740 -3.297 0.33 -0.01 1.00
C -0.511 -2.038 -2.765 0.51 0.19 -0.29
C 0.882 -2.175 -2.497 -0.34 0.48 0.02
C 1.509 -0.931 -2.789 -0.52 0.28 0.04
Eu 0.762 0.502 0.251 1.03 -0.47 -1.52
P -0.586 2.984 -0.743 -0.35 1.22 0.19
H 0.669 0.968 -3.648 -0.07 -0.12 0.10
H -1.700 -0.331 -3.604 0.16 -0.10 0.07
H -1.261 -2.812 -2.606 0.16 0.18 -0.12
H 2.590 -0.733 -2.790 -0.55 -0.07 0.08
H 1.385 -3.085 -2.163 -0.17 0.33 -0.03
H -1.608 3.279 0.238 0.57 0.01 -0.50
H -1.162 3.771 -1.818 0.09 -0.13 0.20
H 0.380 3.965 -0.291 -0.66 -0.42 -0.21
C 0.795 -1.275 3.103 -0.39 -0.47 0.12
S -0.953 -0.828 2.809 0.81 0.78 -0.63
C -0.838 0.802 3.650 -0.20 -0.15 -0.09
O -1.008 -0.522 1.292 -0.53 -0.55 1.62
H 0.923 -1.502 4.169 -0.07 0.05 -0.02
H 1.449 -0.429 2.821 -0.16 -0.25 0.04
H 1.016 -2.173 2.507 -0.07 0.31 0.11
H 0.206 1.148 3.623 -0.52 0.08 -0.17
H -1.507 1.486 3.093 0.40 -0.32 0.30
H -1.175 0.689 4.692 -0.01 -0.11 -0.19
```
Positions in Å, forces in eV/Å.

energy above the lowest of the compared OMol25 structures with the same formula, charge and spin	0.0	kJ/mol
spin multiplicity	8
molar mass	329.19	g mol⁻¹
charge	-1
HOMO level (spin up / spin down)	-0.77 / -0.49	eV
gap between HOMO and LUMO (spin up / spin down)	3.1 / 3.0	eV

These are the Löwdin partial charges, in e, on atoms 1 to 5: atom 1 (C): -0.28, atom 2 (C): -0.22, atom 3 (C): -0.22, atom 4 (C): -0.24, atom 5 (C): -0.28